Entry i
Formula: C4H3O2Y
Source: the Open Molecules 2025 dataset
Level of theory: ωB97M-V/def2-TZVPD

Last column: natural (NBO) charge in e.
Cartesian coordinates (Å):
O (0.292, 2.047, 0.780)  -0.71
C (0.920, 1.048, 0.569)  0.67
C (1.374, -0.124, 0.239)  -0.36
C (0.533, -0.820, -0.781)  -0.35
C (-0.795, -1.052, -0.695)  0.09
H (2.286, -0.538, 0.672)  0.34
H (-2.300, -0.619, -0.572)  0.59
H (1.085, -1.331, -1.574)  0.30
Y (-1.824, 1.636, 1.176)  2.42
O (-1.570, -0.247, 0.188)  -0.99

Its total charge is +2. As for the frontier orbital gap (spin up / spin down): 5.19 / 5.19 eV. As for the LUMO energy (spin up / spin down): -11.25 / -11.25 eV. As for the HOMO energy (spin up / spin down): -16.43 / -16.44 eV.


Entry ii
Formula: C4H3O2Y
Source: the Open Molecules 2025 dataset
Level of theory: ωB97M-V/def2-TZVPD

Last column: natural (NBO) charge in e.
Cartesian coordinates (Å):
C (-3.202, -0.115, 0.090)  0.54
C (-2.010, -0.341, -0.018)  -0.11
C (-0.635, -0.613, -0.230)  -0.20
C (0.287, 0.343, 0.009)  0.18
H (0.746, -1.402, -0.173)  0.46
H (0.369, 1.289, -0.541)  0.23
O (-4.443, 0.299, 0.170)  -0.54
H (-5.065, -0.439, 0.176)  0.54
O (1.504, -0.372, 0.064)  -0.97
Y (3.770, 0.081, 0.204)  1.87

Its total charge is +2. As for the frontier orbital gap (spin up / spin down): 6.37 / 6.30 eV. As for the LUMO energy (spin up / spin down): -9.96 / -9.85 eV. As for the HOMO energy (spin up / spin down): -16.33 / -16.14 eV.


Tell me which of them is the least stable. Sure, it is entry ii.